(1)
The ion C4H11N4 with charge +1 in a non-equilibrium geometry. Source: the OMol25 dataset; level of theory: ωB97M-V/def2-TZVPD.

**SMILES string**: [H]/N=N/C=[N+](/C)CCN
**Total energy**: -377.713835 Eh
**LUMO**: -4.430 eV
**Max |F|**: 0.0559 Eh/bohr
**Charge**: +1

Geometry as XYZ:
```
19
Properties=species:S:1:pos:R:3:forces:R:3
H 3.690 -0.252 -0.647 -0.3 -0.4 -0.1
N 2.842 0.064 -0.154 -0.6 1.0 0.6
N 1.966 -0.774 -0.146 2.2 -0.8 -1.6
C 0.779 -0.859 0.437 -2.0 -0.3 1.0
N -0.371 -0.904 -0.221 0.9 0.3 0.0
C -1.551 -1.525 0.336 -0.5 -0.3 0.2
C -0.567 0.207 -1.119 0.0 0.4 -0.2
C -0.606 1.482 -0.224 -0.1 -0.2 -0.2
N 0.421 1.352 0.788 0.2 0.0 0.1
H 0.846 -1.412 1.375 -0.1 0.2 0.0
H -1.962 -2.221 -0.398 0.0 0.0 0.1
H -1.313 -2.076 1.243 0.1 0.0 0.0
H -2.315 -0.779 0.566 0.1 0.0 0.0
H -1.489 0.091 -1.684 0.1 -0.1 0.0
H 0.275 0.265 -1.812 -0.1 0.0 0.0
H -0.475 2.357 -0.861 0.0 0.0 0.1
H -1.583 1.546 0.256 0.1 0.0 0.0
H 1.289 1.810 0.553 0.1 0.1 0.1
H 0.123 1.628 1.712 0.0 0.1 0.0
```
Positions in Å, forces in eV/Å.

Charges obtained by Löwdin population analysis, quoted in units of e:
1 H 0.1152
2 N 0.1930
3 N 0.0207
4 C -0.1274
5 N -0.1534
6 C -0.0026
7 C -0.1153
8 C -0.1805
9 N 0.0495
10 H 0.1712
11 H 0.1105
12 H 0.1019
13 H 0.1025
14 H 0.1364
15 H 0.1268
16 H 0.1281
17 H 0.1210
18 H 0.0890
19 H 0.1135

(2)
The molecule C6H12 in a non-equilibrium geometry. Source: the OMol25 dataset; level of theory: ωB97M-V/def2-TZVPD.

**SMILES string**: C=C[C@H](C)CC
**Total energy**: -235.719418 Eh
**LUMO**: 1.216 eV
**Max |F|**: 0.0742 Eh/bohr

Geometry as XYZ:
```
18
Properties=species:S:1:pos:R:3:forces:R:3
C 2.139 0.248 0.607 -1.5 1.4 0.9
C 0.909 -0.290 0.736 -0.9 -0.2 -1.0
C -0.438 0.338 0.350 -1.1 1.0 -0.8
C -1.446 0.239 1.458 -1.1 -1.9 1.8
C -1.117 -0.149 -1.054 3.7 -0.7 0.6
C 0.195 -0.340 -1.931 -3.2 -0.4 -2.0
H 2.234 1.433 0.391 0.2 -3.2 0.4
H 2.934 -0.453 0.903 0.2 1.0 -0.4
H 0.724 -1.357 0.933 0.8 0.2 0.3
H -0.218 1.441 0.264 -0.3 -0.9 -0.5
H -0.920 0.597 2.367 -1.1 0.5 -0.2
H -1.679 -0.833 1.752 0.7 0.7 -0.6
H -2.532 0.549 1.266 1.9 0.6 0.2
H -1.792 0.586 -1.393 -0.3 1.4 -0.5
H -1.743 -1.040 -1.142 0.4 -0.4 1.1
H 0.449 -1.392 -2.088 -0.5 0.0 -0.4
H 0.113 0.215 -2.887 0.3 -0.5 0.4
H 0.978 -0.023 -1.360 2.0 1.3 0.6
```
Positions in Å, forces in eV/Å.

Charges obtained by Löwdin population analysis, quoted in units of e:
1 C -0.0103
2 C -0.2094
3 C -0.3972
4 C -0.1287
5 C -0.1522
6 C -0.1015
7 H 0.1246
8 H 0.0563
9 H 0.1172
10 H 0.1403
11 H 0.0795
12 H 0.0843
13 H 0.1001
14 H 0.0725
15 H 0.0958
16 H 0.0765
17 H 0.0789
18 H -0.0267

(3)
A cluster of 3 separate species, C4H6O6S2 in total in a non-equilibrium geometry. Source: the OMol25 dataset; level of theory: ωB97M-V/def2-TZVPD.

**SMILES string**: O=C(O)[C@H](O)S.O=C=O.O=CS
**Total energy**: -1403.849197 Eh
**LUMO**: 0.401 eV
**Max |F|**: 0.0951 Eh/bohr

Geometry as XYZ:
```
18
Properties=species:S:1:pos:R:3:forces:R:3
O 0.841 0.287 0.959 0.0 -0.5 1.1
C 1.637 -0.043 0.126 0.4 1.8 0.2
O 1.303 -0.486 -1.076 1.2 -0.9 -0.7
C 3.154 0.321 0.300 -2.2 1.8 -0.2
O 3.550 0.549 1.602 -1.4 -0.1 0.8
S 3.475 1.896 -0.658 -0.3 -0.8 -0.7
H 0.460 -0.962 -1.127 -0.4 0.5 0.5
H 3.712 -0.439 -0.066 1.9 -2.3 -1.6
H 2.723 0.494 2.136 0.6 0.3 -0.2
H 3.147 1.397 -1.908 0.2 0.3 1.0
O -4.322 -1.931 -0.766 0.0 -0.4 0.1
C -4.341 -0.859 -1.197 -0.1 -0.9 0.4
O -4.372 0.210 -1.606 -0.1 1.2 -0.8
O -1.423 -0.778 -0.263 -0.5 -0.6 1.0
C -1.968 -0.645 0.811 -0.5 3.4 -3.5
S -3.034 0.817 1.108 0.6 -1.0 0.7
H -1.887 -1.234 1.642 0.3 -2.0 2.2
H -2.655 1.407 -0.017 0.1 0.1 -0.4
```
Positions in Å, forces in eV/Å.

Charges obtained by Löwdin population analysis, quoted in units of e:
1 O 0.1031
2 C -0.5267
3 O 0.1107
4 C -0.6133
5 O -0.0615
6 S 0.7714
7 H 0.1084
8 H 0.0718
9 H 0.1111
10 H -0.1099
11 O 0.2002
12 C -0.4930
13 O 0.1824
14 O -0.0539
15 C -0.5576
16 S 0.8148
17 H 0.0538
18 H -0.1116

(4)
A cluster of 2 separate species, C4H13N3O in total in a non-equilibrium geometry. Source: the OMol25 dataset; level of theory: ωB97M-V/def2-TZVPD.

**SMILES string**: C=C(N)[C@@H](N)O.CN
**Total energy**: -399.682506 Eh
**LUMO**: 0.938 eV
**Max |F|**: 0.0424 Eh/bohr

Geometry as XYZ:
```
21
Properties=species:S:1:pos:R:3:forces:R:3
C -0.540 1.091 1.978 0.5 -0.1 -0.2
C -0.930 0.696 0.765 -1.4 -1.5 0.1
N -1.260 1.562 -0.264 0.0 0.1 -0.2
C -1.298 -0.882 0.487 0.6 2.1 0.2
N -1.786 -1.004 -0.865 -0.5 0.2 -0.2
O -0.251 -1.716 0.784 2.1 0.2 -0.1
H -0.453 2.136 2.239 0.1 0.1 0.0
H -0.212 0.371 2.707 -0.2 -0.2 0.2
H -1.492 2.505 0.016 0.1 -0.1 0.0
H -1.922 1.171 -0.920 0.0 -0.1 0.0
H -2.125 -1.105 1.173 0.1 0.1 -0.2
H -2.343 -1.844 -0.965 0.2 0.0 -0.1
H -1.013 -1.014 -1.520 -0.1 -0.2 0.0
H 0.673 -1.279 0.445 -2.0 -0.8 0.4
C 2.186 -0.103 -1.445 0.2 0.1 -0.1
N 1.865 -0.346 -0.042 -0.2 0.7 0.2
H 2.409 -1.052 -1.935 0.0 0.1 -0.1
H 3.043 0.576 -1.576 -0.2 -0.2 0.0
H 1.317 0.352 -1.921 0.0 -0.1 -0.1
H 2.688 -0.612 0.480 0.1 0.1 0.1
H 1.445 0.499 0.380 0.5 -0.6 -0.1
```
Positions in Å, forces in eV/Å.

Charges obtained by Löwdin population analysis, quoted in units of e:
1 C -0.0033
2 C -0.3763
3 N 0.0751
4 C -0.4502
5 N 0.0428
6 O -0.0981
7 H 0.0476
8 H 0.0542
9 H 0.0895
10 H 0.0657
11 H 0.1422
12 H 0.0793
13 H 0.0752
14 H 0.0681
15 C -0.1446
16 N -0.0551
17 H 0.0754
18 H 0.0740
19 H 0.0681
20 H 0.0941
21 H 0.0762

(5)
A cluster of 3 separate species, C2H12N2O2 in total in a non-equilibrium geometry. Source: the OMol25 dataset; level of theory: ωB97M-V/def2-TZVPD.

**SMILES string**: CNCN.O.O
**Total energy**: -343.366429 Eh
**LUMO**: 0.659 eV
**Max |F|**: 0.0451 Eh/bohr

Geometry as XYZ:
```
18
Properties=species:S:1:pos:R:3:forces:R:3
C -0.955 -0.748 1.456 -0.4 -0.8 -1.1
N -0.988 -0.610 -0.035 0.8 1.5 1.6
C -0.138 0.585 -0.402 -0.8 -0.2 -0.7
N 1.215 0.615 0.098 0.2 -1.5 0.1
H -1.685 -1.531 1.669 0.2 0.0 0.4
H -1.216 0.148 2.023 0.1 0.2 -0.1
H 0.040 -1.097 1.715 -0.1 -0.1 0.3
H -1.936 -0.308 -0.238 -0.1 -0.2 -0.4
H -0.098 0.562 -1.491 0.1 0.2 0.0
H -0.635 1.512 -0.108 0.0 0.0 0.1
H 1.621 -0.288 -0.152 0.3 0.2 -0.4
H 1.241 0.537 1.110 -0.2 0.6 0.1
O 1.879 3.326 -0.815 -0.2 -0.2 -1.0
H 2.018 2.378 -0.722 -0.3 -0.5 -0.1
H 2.228 3.626 0.002 0.5 0.8 1.2
O -1.131 -3.140 -1.328 -1.4 -0.1 1.3
H -0.477 -3.241 -1.989 1.1 0.2 -0.8
H -0.982 -2.329 -0.792 0.3 -0.1 -0.7
```
Positions in Å, forces in eV/Å.

Charges obtained by Löwdin population analysis, quoted in units of e:
1 C -0.1180
2 N -0.1303
3 C -0.2983
4 N -0.0002
5 H 0.0820
6 H 0.0797
7 H 0.0661
8 H 0.1055
9 H 0.1169
10 H 0.1148
11 H 0.0912
12 H 0.0683
13 O -0.0642
14 H -0.0132
15 H 0.0048
16 O -0.0833
17 H -0.0041
18 H -0.0178